Formula: C3H10N4O
Source: OMol25
Level of theory: ωB97M-V/def2-TZVPD

For the HOMO energy, the calculation gives -9.49 eV. Its lowest unoccupied orbital energy is 0.55 eV. The value obtained for the HOMO-LUMO gap is 10.042 eV. The SMILES is C/N=C\N.NC(N)=O. As for the total charge: 0. The value obtained for the relative energy (zero: lowest compared OMol25 entry of this formula, charge and spin) is 0.652 eV.

```
18
C3H10N4O | OMol25 | ωB97M-V/def2-TZVPD
N -1.072 -1.434 -1.037
C -1.315 -0.664 -2.181
N -1.540 0.682 -1.876
O -1.340 -1.089 -3.307
H -0.732 -2.341 -1.343
H -0.345 -1.007 -0.473
H -1.919 1.168 -2.667
H -2.107 0.806 -1.060
C 2.677 1.171 2.229
N -0.132 0.979 2.143
C 0.730 -0.058 1.847
N 1.995 -0.064 1.904
H 2.853 1.759 1.324
H 3.652 0.926 2.647
H 2.164 1.816 2.953
H 0.249 1.901 2.135
H -1.019 0.945 1.672
H 0.227 -0.979 1.571
```

Löwdin population analysis, charges in e, atoms 1 to 8: atom 1 (N): 0.128, atom 2 (C): -0.658, atom 3 (N): 0.130, atom 4 (O): 0.063, atom 5 (H): 0.102, atom 6 (H): 0.058, atom 7 (H): 0.091, atom 8 (H): 0.077

Formula: C3H4N2O
Source: OMol25
Level of theory: ωB97M-V/def2-TZVPD

For the HOMO energy, the calculation gives -8.66 eV. Its lowest unoccupied orbital energy is 0.57 eV. The value obtained for the HOMO-LUMO gap is 9.229 eV. As for the total charge: 0. The value obtained for the relative energy (zero: lowest compared OMol25 entry of this formula, charge and spin) is 3.210 eV.

```
10
C3H4N2O | OMol25 | ωB97M-V/def2-TZVPD
O -1.271 1.555 1.145
C -1.167 0.602 0.514
C -1.062 -0.672 -0.125
N 0.139 -0.858 0.679
C 1.170 -0.157 0.123
N 1.004 0.682 -0.847
H -1.865 -1.332 0.210
H -0.959 -0.609 -1.217
H 2.133 -0.350 0.609
H 1.878 1.139 -1.091
```

Löwdin population analysis, charges in e, atoms 1 to 8: atom 1 (O): 0.255, atom 2 (C): -0.100, atom 3 (C): -0.200, atom 4 (N): -0.029, atom 5 (C): -0.380, atom 6 (N): 0.047, atom 7 (H): 0.135, atom 8 (H): 0.125

Formula: C14H45BN15O10
Source: OMol25
Level of theory: ωB97M-V/def2-TZVPD

For the HOMO energy, the calculation gives -11.25 eV. Its lowest unoccupied orbital energy is -2.88 eV. The value obtained for the HOMO-LUMO gap is 8.365 eV. As for the total charge: +1.

```
85
C14H45BN15O10 | OMol25 | ωB97M-V/def2-TZVPD
C 0.978 -4.867 -1.889
C 1.251 -4.217 -3.054
C 2.397 -3.259 -3.161
N 2.206 -2.132 -2.199
O 1.178 -1.297 -2.677
C 0.409 -0.673 -1.620
C -0.914 -1.346 -1.349
C -1.788 -1.556 -2.582
C -3.063 -2.299 -2.162
B 3.522 -1.295 -1.998
O 3.681 -0.654 -0.817
O 4.423 -1.164 -2.995
H -0.015 -4.818 -1.457
H 1.767 -5.348 -1.312
H 0.652 -4.430 -3.932
H 3.346 -3.737 -2.895
H 2.434 -2.843 -4.162
H 1.949 -2.592 -1.316
H 0.987 -0.630 -0.692
H 0.268 0.367 -1.913
H -1.454 -0.699 -0.655
H -0.796 -2.299 -0.823
H -2.108 -0.592 -2.977
H -1.255 -2.087 -3.368
H -3.726 -2.506 -2.994
H -2.804 -3.202 -1.615
H -3.582 -1.650 -1.457
H 3.204 -1.045 -0.080
H 4.940 -1.943 -3.206
C 0.258 3.776 -1.847
O -0.714 3.043 -1.957
N 0.942 3.919 -0.670
N 0.743 4.515 -2.886
H 1.731 4.540 -0.550
H 0.607 3.408 0.123
H 0.266 4.443 -3.764
H 1.534 5.129 -2.807
C -1.511 -4.606 1.309
O -1.481 -5.306 0.299
N -0.421 -4.392 2.098
N -2.651 -3.984 1.716
H -0.437 -3.820 2.930
H 0.437 -4.831 1.825
H -3.485 -4.129 1.173
H -2.699 -3.415 2.540
C -6.529 -1.752 -0.392
O -5.867 -2.749 -0.141
N -6.542 -0.660 0.422
N -7.307 -1.666 -1.515
H -7.083 0.162 0.236
H -5.999 -0.695 1.267
H -7.316 -2.459 -2.127
H -7.860 -0.864 -1.745
C -0.272 -0.912 3.408
O 0.122 -2.036 3.685
N -0.257 -0.445 2.118
N -0.757 -0.053 4.341
H -0.578 0.466 1.850
H 0.070 -1.083 1.420
H -0.781 -0.374 5.292
H -1.088 0.869 4.131
C -7.641 -0.521 4.138
O -6.662 -0.225 3.469
N -8.665 0.356 4.356
N -7.784 -1.748 4.717
H -9.477 0.136 4.901
H -8.586 1.266 3.945
H -7.049 -2.414 4.570
H -8.578 -2.013 5.268
C 4.610 4.617 -0.786
O 3.845 5.406 -0.240
N 4.091 3.527 -1.439
N 5.955 4.759 -0.790
H 4.625 2.830 -1.920
H 3.093 3.489 -1.401
H 6.357 5.563 -0.322
H 6.571 4.109 -1.239
C 8.685 6.499 1.156
O 7.893 6.619 0.230
N 10.016 6.289 0.948
N 8.291 6.574 2.459
H 10.684 6.195 1.688
H 10.330 6.238 -0.002
H 7.317 6.735 2.636
H 8.919 6.485 3.234
```

Löwdin population analysis, charges in e, atoms 1 to 8: atom 1 (C): 0.062, atom 2 (C): -0.117, atom 3 (C): -0.103, atom 4 (N): 0.009, atom 5 (O): -0.020, atom 6 (C): -0.142, atom 7 (C): -0.192, atom 8 (C): -0.239

Formula: C21H31N5O3
Source: OMol25
Level of theory: ωB97M-V/def2-TZVPD

For the HOMO energy, the calculation gives -9.12 eV. Its lowest unoccupied orbital energy is 0.51 eV. The value obtained for the HOMO-LUMO gap is 9.629 eV. The SMILES is CC[C@@H]1CC[C@@](O)(C(=O)NCCN(C(=O)c2ccnc3c2ncn3C)C(C)C)C1. As for the total charge: 0. The value obtained for the relative energy (zero: lowest compared OMol25 entry of this formula, charge and spin) is 0.027 eV.

```
60
C21H31N5O3 | OMol25 | ωB97M-V/def2-TZVPD
C -0.679 6.132 -2.981
C -1.954 5.894 -2.182
C -2.227 4.424 -1.888
C -2.156 3.480 -3.090
C -2.791 2.204 -2.547
C -3.998 2.699 -1.714
O -5.166 2.707 -2.504
C -4.270 1.801 -0.507
O -5.322 1.177 -0.424
N -3.308 1.721 0.433
C -3.490 0.925 1.634
C -4.442 1.608 2.613
N -4.690 0.774 3.780
C -3.709 0.742 4.710
O -2.683 1.402 4.605
C -3.875 -0.140 5.918
C -3.826 0.405 7.191
C -3.880 -0.415 8.323
N -3.963 -1.742 8.288
C -3.995 -2.234 7.061
C -3.961 -1.526 5.851
N -4.022 -2.402 4.783
C -4.080 -3.579 5.341
N -4.067 -3.561 6.705
C -4.100 -4.685 7.616
C -6.005 0.129 3.914
C -6.304 -0.759 2.713
C -7.095 1.170 4.150
C -3.625 4.154 -1.319
H -0.495 7.198 -3.118
H 0.191 5.708 -2.474
H -0.742 5.677 -3.970
H -1.916 6.449 -1.240
H -2.807 6.296 -2.740
H -1.472 4.080 -1.165
H -2.757 3.882 -3.913
H -1.142 3.327 -3.458
H -3.137 1.506 -3.308
H -2.072 1.684 -1.909
H -5.762 2.055 -2.097
H -2.496 2.308 0.350
H -3.897 -0.045 1.347
H -2.522 0.774 2.106
H -4.011 2.557 2.937
H -5.387 1.803 2.111
H -3.726 1.475 7.313
H -3.848 0.034 9.309
H -4.135 -4.513 4.801
H -4.204 -5.602 7.041
H -3.182 -4.727 8.200
H -4.944 -4.588 8.298
H -5.949 -0.502 4.798
H -7.274 -1.240 2.845
H -6.339 -0.183 1.785
H -5.544 -1.535 2.625
H -8.052 0.674 4.315
H -6.866 1.781 5.025
H -7.211 1.830 3.289
H -3.694 4.336 -0.245
H -4.357 4.799 -1.807
```

Löwdin population analysis, charges in e, atoms 1 to 8: atom 1 (C): -0.109, atom 2 (C): -0.231, atom 3 (C): -0.340, atom 4 (C): -0.150, atom 5 (C): -0.092, atom 6 (C): -0.419, atom 7 (O): 0.003, atom 8 (C): -0.406

Formula: C7H12N2
Source: OMol25
Level of theory: ωB97M-V/def2-TZVPD

For the HOMO energy, the calculation gives -6.70 eV. Its lowest unoccupied orbital energy is 0.90 eV. The value obtained for the HOMO-LUMO gap is 7.608 eV. As for the total charge: 0. The value obtained for the relative energy (zero: lowest compared OMol25 entry of this formula, charge and spin) is 9.585 eV.

```
21
C7H12N2 | OMol25 | ωB97M-V/def2-TZVPD
C 0.884 0.359 0.580
C 0.271 -0.557 1.412
C -0.728 -1.298 0.461
C -1.847 -0.230 -0.002
C -0.456 -1.101 -1.126
C -0.230 1.205 -0.085
C 0.987 1.929 0.198
H 1.803 0.223 -1.387
H 2.714 -0.252 -0.095
H 1.060 -1.347 1.447
H -0.136 -0.110 2.467
H -1.092 -2.259 0.858
H -2.469 -0.544 -0.969
H -2.137 0.427 0.581
H -1.294 -1.530 -1.640
H 0.424 -1.321 -1.578
H -0.848 1.302 0.740
H 1.674 2.233 -0.477
H 1.035 2.782 0.906
N 1.728 -0.437 -0.447
N -0.873 0.230 -0.907
```

Löwdin population analysis, charges in e, atoms 1 to 8: atom 1 (C): -0.406, atom 2 (C): -0.154, atom 3 (C): -0.108, atom 4 (C): -0.117, atom 5 (C): -0.142, atom 6 (C): -0.226, atom 7 (C): 0.016, atom 8 (H): 0.156

Formula: C51H42BaF6N5OP3S2
Source: OMol25
Level of theory: ωB97M-V/def2-TZVPD

Its spin multiplicity is 2. For the HOMO energy (alpha / beta), the calculation gives -4.07 / -4.07 eV. Its lowest unoccupied orbital energy (alpha / beta) is 1.60 / 0.47 eV. The value obtained for the HOMO-LUMO gap (alpha / beta) is 5.673 / 4.545 eV. As for the total charge: -1. The value obtained for the relative energy (zero: lowest compared OMol25 entry of this formula, charge and spin) is 0.000 eV.

```
111
C51H42BaF6N5OP3S2 | OMol25 | ωB97M-V/def2-TZVPD
Ba 0.365 0.831 0.396
S 2.098 -0.836 -2.064
P 1.600 -2.355 -0.810
C 0.752 -1.968 0.578
P 1.454 -1.755 2.079
S 2.441 0.009 2.403
C 2.533 -3.104 2.715
C 3.729 -2.864 3.377
C 4.474 -3.921 3.885
C 4.027 -5.225 3.735
C 2.831 -5.472 3.071
C 2.090 -4.416 2.565
C 0.118 -1.842 3.329
C -1.119 -2.371 2.987
C -2.126 -2.474 3.940
C -1.898 -2.048 5.238
C -0.662 -1.513 5.585
C 0.340 -1.410 4.635
C 3.145 -3.303 -0.551
C 4.271 -2.604 -0.118
C 5.446 -3.277 0.170
C 5.516 -4.657 0.024
C 4.402 -5.359 -0.409
C 3.221 -4.684 -0.693
C 0.581 -3.525 -1.799
C 0.796 -3.712 -3.162
C 0.009 -4.598 -3.885
C -1.006 -5.305 -3.251
C -1.228 -5.121 -1.894
C -0.439 -4.233 -1.173
H 4.069 -1.841 3.484
H 5.409 -3.723 4.396
H 4.610 -6.049 4.129
H 2.480 -6.489 2.944
H 1.161 -4.604 2.038
H -1.279 -2.679 1.960
H -3.095 -2.870 3.660
H -2.687 -2.111 5.978
H -0.488 -1.158 6.593
H 1.293 -0.965 4.891
H 4.212 -1.528 0.004
H 6.309 -2.723 0.521
H 6.435 -5.183 0.255
H 4.445 -6.436 -0.519
H 2.352 -5.244 -1.018
H 1.579 -3.142 -3.650
H 0.186 -4.735 -4.946
H -1.625 -5.993 -3.815
H -2.023 -5.663 -1.395
H -0.613 -4.050 -0.119
C -11.020 4.085 -8.955
O -10.528 4.881 -7.896
C -9.439 4.424 -7.221
C -8.766 3.248 -7.524
C -7.662 2.878 -6.763
C -7.217 3.658 -5.707
C -7.906 4.840 -5.418
C -9.000 5.219 -6.162
C -6.063 3.293 -4.879
N -5.604 4.012 -3.885
C -4.540 3.301 -3.383
C -4.355 2.140 -4.087
N -5.340 2.142 -5.050
C -3.338 1.182 -3.782
C -3.143 -0.025 -4.466
C -2.148 -0.872 -4.052
C -1.361 -0.497 -2.956
N -1.522 0.637 -2.301
C -2.492 1.482 -2.697
C -2.663 2.732 -1.945
N -1.814 2.963 -0.930
C -1.969 4.060 -0.220
C -2.971 5.007 -0.468
C -3.836 4.793 -1.510
C -3.689 3.631 -2.277
H -11.891 4.604 -9.345
H -11.318 3.094 -8.602
H -10.278 3.978 -9.751
H -9.082 2.613 -8.338
H -7.157 1.955 -7.024
H -7.563 5.449 -4.593
H -9.538 6.131 -5.942
H -5.507 1.429 -5.735
H -3.778 -0.289 -5.305
H -1.962 -1.819 -4.541
H -0.561 -1.141 -2.610
H -1.282 4.206 0.604
H -3.054 5.877 0.169
H -4.631 5.487 -1.750
F -1.193 1.929 1.625
P -1.939 2.159 3.174
F -2.607 2.379 4.598
F -3.241 2.686 2.393
F -0.564 1.639 3.810
F -2.473 0.657 3.054
F -1.340 3.663 3.139
C 2.152 3.791 1.888
C 2.384 3.875 0.427
C 3.368 4.674 -0.269
C 3.213 4.391 -1.590
C 2.139 3.427 -1.669
C 1.581 2.790 -2.881
N 1.665 3.141 -0.443
H 2.569 4.652 2.410
H 2.623 2.888 2.294
H 1.087 3.719 2.117
H 4.070 5.349 0.196
H 3.762 4.787 -2.429
H 1.815 3.363 -3.778
H 0.500 2.678 -2.780
H 1.990 1.779 -2.995
```

Löwdin population analysis, charges in e, atoms 1 to 8: atom 1 (Ba): 1.607, atom 2 (S): 0.167, atom 3 (P): 0.326, atom 4 (C): -0.732, atom 5 (P): 0.322, atom 6 (S): 0.111, atom 7 (C): -0.323, atom 8 (C): -0.112

Formula: C22H50Br4O6
Source: OMol25
Level of theory: ωB97M-V/def2-TZVPD

For the HOMO energy, the calculation gives -9.44 eV. Its lowest unoccupied orbital energy is 0.38 eV. The value obtained for the HOMO-LUMO gap is 9.813 eV. The SMILES is c1ccccc1.BrCCBr.BrCCBr.CCO.CCO.CCO.CCO.CCO.CCO. As for the total charge: 0. The value obtained for the relative energy (zero: lowest compared OMol25 entry of this formula, charge and spin) is 0.819 eV.

```
82
C22H50Br4O6 | OMol25 | ωB97M-V/def2-TZVPD
Br -0.846 -0.286 1.289
C 0.431 -0.477 -0.163
C 0.905 0.870 -0.578
Br 2.014 0.610 -2.155
H -0.202 -0.892 -0.944
H 1.229 -1.194 0.012
H 1.530 1.321 0.179
H 0.060 1.480 -0.869
Br 4.032 -1.130 -6.418
C 4.267 -1.429 -4.511
C 4.532 -2.897 -4.286
Br 4.899 -3.172 -2.409
H 3.309 -1.137 -4.094
H 5.032 -0.785 -4.091
H 5.340 -3.234 -4.926
H 3.637 -3.468 -4.502
C -4.648 -3.062 -1.555
C -3.673 -2.789 -0.623
C -2.323 -2.797 -0.993
C -1.964 -3.244 -2.246
C -2.937 -3.615 -3.155
C -4.284 -3.488 -2.815
H -5.693 -2.882 -1.336
H -3.946 -2.437 0.366
H -1.611 -2.533 -0.223
H -0.921 -3.252 -2.549
H -2.649 -4.048 -4.104
H -5.055 -3.684 -3.551
C 5.198 1.374 2.820
C 4.497 0.651 1.694
O 5.432 -0.041 0.842
H 4.459 1.989 3.353
H 5.885 2.136 2.436
H 5.733 0.725 3.509
H 3.961 1.363 1.072
H 3.798 -0.098 2.082
H 6.187 -0.278 1.389
C -3.999 -2.642 4.098
C -2.725 -2.102 3.544
O -1.847 -3.175 3.257
H -4.544 -3.248 3.377
H -4.660 -1.811 4.384
H -3.810 -3.181 5.024
H -2.305 -1.444 4.320
H -2.914 -1.468 2.672
H -0.930 -2.896 3.418
C 1.309 -3.048 1.429
C 1.728 -2.175 2.596
O 0.793 -2.403 3.676
H 0.266 -2.822 1.170
H 1.296 -4.093 1.737
H 1.920 -2.896 0.542
H 1.755 -1.128 2.281
H 2.719 -2.489 2.938
H 1.222 -2.302 4.528
C -3.362 1.046 -2.075
C -4.279 0.714 -0.926
O -4.867 1.932 -0.413
H -3.784 1.853 -2.682
H -3.167 0.178 -2.703
H -2.395 1.426 -1.727
H -3.670 0.225 -0.158
H -5.070 0.032 -1.246
H -5.681 1.721 0.050
C 2.264 4.061 -0.198
C 3.065 4.047 1.091
O 2.975 5.289 1.776
H 1.197 4.163 -0.018
H 2.505 3.228 -0.863
H 2.573 4.942 -0.783
H 4.106 3.762 0.913
H 2.609 3.345 1.794
H 3.338 5.975 1.206
C -1.653 5.708 -0.590
C -2.274 4.376 -0.947
O -2.723 3.740 0.231
H -0.746 5.594 0.003
H -2.384 6.239 0.020
H -1.462 6.269 -1.503
H -1.601 3.725 -1.527
H -3.115 4.573 -1.633
H -3.287 2.996 -0.026
```

Löwdin population analysis, charges in e, atoms 1 to 8: atom 1 (Br): 0.818, atom 2 (C): -0.685, atom 3 (C): -0.682, atom 4 (Br): 0.700, atom 5 (H): 0.038, atom 6 (H): 0.030, atom 7 (H): 0.036, atom 8 (H): 0.044

Formula: C15H34As3Cl3F5N3OPdSSiTe
Source: OMol25
Level of theory: ωB97M-V/def2-TZVPD

For the HOMO energy, the calculation gives -2.46 eV. Its lowest unoccupied orbital energy is 4.07 eV. The value obtained for the HOMO-LUMO gap is 6.531 eV. As for the total charge: -2. The value obtained for the relative energy (zero: lowest compared OMol25 entry of this formula, charge and spin) is 0.000 eV.

```
68
C15H34As3Cl3F5N3OPdSSiTe | OMol25 | ωB97M-V/def2-TZVPD
Pd -0.122 0.177 -0.025
C -1.798 0.261 3.617
As -0.338 -0.134 2.386
C 1.051 0.876 3.285
C 0.324 -1.929 2.839
C -0.492 -3.182 2.504
C 0.341 -4.398 2.939
C -0.743 -3.391 0.986
As -1.252 -1.933 -0.230
C -1.932 -2.857 -1.792
C -3.027 -1.505 0.489
C -1.849 -3.193 3.233
As -2.134 -3.133 5.199
C -1.988 -5.066 5.562
C -0.444 -2.642 6.087
H -1.498 0.008 4.636
H -2.716 -0.260 3.359
H -1.974 1.331 3.522
H 1.257 0.435 4.262
H 0.704 1.902 3.391
H 1.935 0.873 2.651
H 0.587 -1.938 3.898
H 1.261 -1.954 2.270
H 1.294 -4.403 2.408
H -0.184 -5.328 2.699
H 0.546 -4.387 4.011
H -1.545 -4.128 0.867
H 0.148 -3.813 0.518
H -2.905 -3.268 -1.523
H -1.229 -3.623 -2.108
H -2.058 -2.097 -2.562
H -3.484 -2.419 0.878
H -3.597 -1.099 -0.344
H -2.994 -0.725 1.245
H -2.377 -4.114 2.961
H -2.464 -2.378 2.859
H -2.837 -5.576 5.106
H -2.023 -5.234 6.639
H -1.065 -5.485 5.161
H -0.229 -1.585 5.939
H 0.411 -3.233 5.766
H -0.614 -2.808 7.153
F -2.176 2.095 1.162
Te -1.044 3.056 -0.171
F 0.174 4.520 -0.735
F -0.298 1.051 -3.425
F -1.476 4.431 1.110
F 1.532 2.016 -2.075
O 0.377 2.168 0.588
Cl 2.044 -0.632 -3.048
Si 0.646 0.663 -2.193
Cl -3.068 0.870 -1.766
Cl 1.356 -3.881 -1.720
C 4.536 2.972 1.239
C 4.264 2.364 -0.137
C 3.974 0.898 -0.048
N 2.920 0.446 0.526
N 2.802 -0.917 0.497
C 3.790 -1.501 -0.108
N 3.900 -2.857 -0.277
S 4.983 -0.365 -0.691
H 4.800 4.027 1.151
H 5.352 2.452 1.747
H 3.640 2.894 1.854
H 5.103 2.536 -0.814
H 3.378 2.828 -0.576
H 2.991 -3.275 -0.564
H 4.591 -3.104 -0.970
```

Löwdin population analysis, charges in e, atoms 1 to 8: atom 1 (Pd): 0.235, atom 2 (C): -0.282, atom 3 (As): 1.115, atom 4 (C): -0.277, atom 5 (C): -0.327, atom 6 (C): -0.637, atom 7 (C): -0.070, atom 8 (C): -0.343

Per-record E, eV: -11281.548, -8200.676, -58751.950, -35875.374, -10423.892, -129615.588, -316078.423, -285791.281